This record from OMol25 describes a 4-piece molecular cluster, C2H10NO5 overall in a non-equilibrium geometry. The level of theory is ωB97M-V with the def2-TZVPD basis set.

The geometry in XYZ format:
```
18
Properties=species:S:1:pos:R:3
C -0.4888 -2.0581 0.0578
N -0.8433 -0.6712 -0.1442
C 0.1187 0.3903 0.2353
O -0.3998 1.4995 0.4415
O 1.2525 -0.0261 0.2936
H -0.3372 -2.1288 1.2530
H 0.4626 -2.3204 -0.4174
H -1.3934 -2.6825 -0.1678
H -1.7312 -0.2709 0.1122
H -1.2252 0.8797 2.5307
H -0.3384 1.9834 2.3641
O -1.0593 1.6817 2.9424
H 1.5611 3.1199 -0.4942
H 0.3881 2.2067 -0.9026
O 0.8278 3.0384 -1.1785
H 0.4119 -1.1346 -2.1451
H 1.7742 -1.7253 -2.1224
O 1.0198 -1.7816 -2.6586
```

Calculated values
multiplicity	1
relative energy (zero: lowest compared OMol25 entry of this formula, charge and spin)	1.253	eV
net charge	-1
DFT total energy	-513.22655	hartree

Atomic partial charges in e from the Mulliken method, atoms 1 to 4:
1. C -0.65
2. N -0.31
3. C 0.57
4. O -0.88

This record from OMol25 describes C26H51N5O7PtSSbSi3 as an isolated structure in a non-equilibrium geometry. The level of theory is ωB97M-V with the def2-TZVPD basis set.

The geometry in XYZ format:
```
95
Properties=species:S:1:pos:R:3
Pt -1.6393 1.6352 0.3894
O 6.4376 -0.2686 5.3980
C 5.0971 0.2674 4.9201
C 3.9421 -0.6395 4.5628
C 4.1076 -2.2346 4.6333
C 3.1396 -2.8684 3.7526
C 1.8896 -3.3220 4.1030
C 1.1371 -4.0586 3.2380
C 1.6135 -4.2695 1.9927
C 2.8390 -3.7345 1.6107
N 3.5729 -2.9548 2.4762
H 6.1271 -1.1290 5.8702
H 5.3689 0.9344 4.0403
H 4.6469 0.9051 5.7557
H 3.9355 -0.4614 3.4633
H 2.9874 -0.4508 5.0273
H 3.6995 -2.7047 5.5715
H 5.1827 -2.5639 4.5508
H 1.4715 -3.2436 5.1274
H 0.0734 -4.2076 3.3940
H 1.1089 -4.8672 1.2885
H 3.2846 -3.8399 0.6069
C 1.8679 2.3413 2.4464
Si 2.0625 1.5306 0.7021
C 3.5770 2.0929 -0.2999
C 1.6424 -0.2724 0.5861
Sb 0.1533 2.9855 -0.5803
Si 5.0302 -3.4276 -5.9723
C 6.7965 -2.6333 -6.1539
C 4.4319 -3.0674 -7.6900
C 4.7776 -5.3000 -5.8231
Si -0.8946 4.7305 -2.3925
C 0.3893 6.0564 -1.6638
C -0.6591 3.7380 -4.0242
C -2.5423 5.3083 -2.0131
H 2.5462 2.0931 3.2023
H 0.8865 2.2693 2.9303
H 1.9820 3.4266 2.2730
H 4.1625 1.3265 -0.8149
H 4.2076 2.6204 0.4868
H 3.2855 2.9166 -0.9785
H 0.9002 -0.6016 1.2616
H 2.4931 -0.9369 0.7301
H 1.2103 -0.3788 -0.3904
H 6.5820 -1.5686 -6.5012
H 7.5389 -3.0838 -6.8790
H 7.4021 -2.3420 -5.2739
H 3.3956 -3.3309 -7.9088
H 4.6365 -2.0833 -4.1127
H 4.5945 -2.0019 -8.0556
H 3.6756 -5.4929 -5.9407
H 5.0634 -5.7180 -4.8596
H 5.3852 -5.7097 -6.6006
H 0.5955 6.5967 -2.5749
H 1.2646 5.8918 -1.1324
H -0.3375 6.6500 -1.0621
H -1.5941 3.6140 -4.6142
H -0.1963 2.7313 -3.8908
H 0.0916 4.3188 -4.6020
H -2.7893 5.6190 -1.0179
H -3.0990 4.3625 -2.2825
H -3.0365 5.9019 -2.8673
O 4.2757 -2.9288 -4.4425
O -1.4061 3.7220 4.0592
C -1.4547 3.1437 3.0308
N -1.7992 2.6586 1.9504
C -9.2511 1.1975 3.1103
C -7.7761 1.3182 2.7497
S -7.4000 -0.1003 1.6843
O -7.4144 -1.2771 2.5139
O -8.2108 -0.0030 0.5079
C -5.7237 0.0675 1.0503
C -5.2961 -0.9611 -0.0231
N -3.9547 -0.7869 -0.5749
C -2.7721 -0.6017 0.0612
N -1.8300 -0.0219 -0.7408
C -2.3699 -0.0684 -2.0314
C -3.6724 -0.4768 -1.9073
N -4.5378 -0.6463 -2.9632
O -5.6116 -1.2813 -2.8849
O -4.1199 -0.0848 -4.0161
C -2.5221 -1.0740 1.4315
H -9.4847 1.7749 4.0077
H -9.4876 0.0962 3.3573
H -9.9254 1.4341 2.2642
H -7.1595 1.1304 3.6342
H -7.4397 2.2435 2.3231
H -4.9832 0.0197 1.9228
H -5.7629 1.1043 0.5466
H -6.0411 -0.8485 -0.8539
H -5.2985 -2.0255 0.3914
H -1.8311 -0.0230 -2.9869
H -2.6313 -2.2003 1.5209
H -3.1772 -0.6442 2.1947
H -1.4332 -0.9533 1.6941
```

Calculated values
multiplicity	5
relative energy (zero: lowest compared OMol25 entry of this formula, charge and spin)	0.416	eV
net charge	+1
DFT total energy	-3447.39791	hartree

Atomic partial charges in e from the Mulliken method, atoms 1 to 4:
1. Pt 0.76
2. O -0.53
3. C -0.36
4. C -0.14

This record from OMol25 describes a single C7H6Cl3F molecule in a non-equilibrium geometry. The level of theory is ωB97M-V with the def2-TZVPD basis set.

The geometry in XYZ format:
```
17
Properties=species:S:1:pos:R:3
C 0.2494 -0.3879 0.8094
C -0.2014 -0.8477 -0.3451
C 0.5445 1.0553 1.0856
C -0.4786 0.0142 -1.5375
C 0.4555 1.9199 -0.1233
C 0.2218 1.3687 -1.4799
C 1.6944 1.3069 -1.7043
F 2.3800 2.4133 -2.0326
Cl 0.6973 3.6064 0.0672
Cl -0.5842 2.5008 -2.6153
Cl 2.6738 -0.0364 -1.3214
H 0.4056 -1.0549 1.6448
H -0.4232 -1.8980 -0.4772
H -0.1923 1.4284 1.8085
H 1.5225 1.1542 1.5753
H -0.1701 -0.4907 -2.4556
H -1.5567 0.1886 -1.6014
```

Calculated values
multiplicity	1
relative energy (zero: lowest compared OMol25 entry of this formula, charge and spin)	1.987	eV
DFT total energy	-1750.67683	hartree

Atomic partial charges in e from the Mulliken method, atoms 1 to 4:
1. C -0.39
2. C -0.52
3. C -0.68
4. C -0.87

This record from OMol25 describes a 8-piece molecular cluster, C24H36Br8N4 overall in a non-equilibrium geometry. The level of theory is ωB97M-V with the def2-TZVPD basis set.

The geometry in XYZ format:
```
72
Properties=species:S:1:pos:R:3
C -3.4071 2.6046 -0.6990
C -3.4707 2.9872 -1.9977
C -4.4243 4.0244 -1.9669
N -5.0297 4.1481 -0.7851
C -4.3645 3.3028 0.0629
H -2.7637 1.8214 -0.3262
H -2.9611 2.4849 -2.8067
H -4.7392 4.6927 -2.7547
H -5.7572 4.7883 -0.5006
H -4.7050 3.2642 1.0871
C 4.6616 0.0201 -0.8223
C 5.0628 1.3483 -0.9234
C 5.9811 1.5381 0.0791
N 5.8500 0.5108 0.9623
C 5.0747 -0.4559 0.4116
H 4.1882 -0.4969 -1.6439
H 4.6830 1.9015 -1.7696
H 6.5395 2.4235 0.3450
H 6.3388 0.4162 1.8411
H 4.8931 -1.4505 0.7913
C 3.4437 -3.1664 -1.5356
C 2.5768 -3.3200 -0.4167
C 1.4534 -3.9937 -0.9187
N 1.5966 -4.2722 -2.2774
C 2.8060 -3.7466 -2.6190
H 4.4624 -2.8120 -1.5901
H 2.7420 -3.0834 0.6240
H 0.6457 -4.4669 -0.3800
H 1.1018 -4.8610 -2.9322
H 3.2652 -3.8945 -3.5853
C 0.7514 -0.8744 1.9527
C -0.4387 -0.4370 2.5499
C -0.8190 0.6819 1.7847
N 0.1699 0.9164 0.8568
C 1.1587 0.0403 0.9909
H 1.4348 -1.6492 2.2677
H -0.9748 -0.9058 3.3619
H -1.6943 1.3095 1.7039
H 0.0844 1.6366 0.1539
H 2.0617 0.0629 0.3988
Br 3.1804 -0.2309 -4.2206
C 1.6272 -0.1704 -3.0815
C 0.3934 0.2656 -3.9248
Br -1.2178 0.4488 -2.7779
H 1.8757 0.5093 -2.2664
H 1.5325 -1.1681 -2.6529
H 0.0744 -0.4074 -4.7208
H 0.5487 1.2109 -4.4447
Br -6.5184 -2.5354 1.9256
C -5.7016 -1.9786 3.7083
C -4.5020 -1.0760 3.6993
Br -4.9495 0.6318 2.8222
H -5.4760 -2.8920 4.2586
H -6.5150 -1.6531 4.3568
H -3.5900 -1.4560 3.2388
H -4.2356 -0.8583 4.7336
Br 3.1506 4.1058 3.2935
C 2.3994 3.1753 1.7115
C 2.5393 4.0986 0.5564
Br 1.6634 3.2269 -1.0227
H 1.4166 2.8406 2.0434
H 3.0251 2.2857 1.6388
H 3.6016 4.2324 0.3522
H 2.2145 5.1327 0.6715
Br -3.3441 -4.4565 -0.9510
C -3.0345 -3.3054 0.5735
C -2.7346 -1.8805 0.0656
Br -4.2027 -1.1907 -1.0983
H -2.2832 -3.7195 1.2458
H -4.0160 -3.3154 1.0475
H -1.8622 -1.7850 -0.5809
H -2.5377 -1.1235 0.8247
```

Calculated values
SMILES	c1cc[nH]c1.c1cc[nH]c1.c1cc[nH]c1.c1cc[nH]c1.BrCCBr.BrCCBr.BrCCBr.BrCCBr
multiplicity	1
relative energy (zero: lowest compared OMol25 entry of this formula, charge and spin)	1.263	eV
DFT total energy	-21747.15527	hartree

Atomic partial charges in e from the Mulliken method, atoms 1 to 4:
1. C 0.89
2. C -0.76
3. C -0.69
4. N 0.05

This record from OMol25 describes a 2-piece molecular cluster, C3H4N4O2 overall in a non-equilibrium geometry. The level of theory is ωB97M-V with the def2-TZVPD basis set.

The geometry in XYZ format:
```
13
Properties=species:S:1:pos:R:3
C -1.3293 -1.6835 -0.8712
C -0.1089 -1.7294 -0.3127
C -0.3977 0.2920 -1.1342
N -1.4743 -0.4167 -1.4256
N 0.4247 -0.4363 -0.3866
N 1.5574 0.1678 0.0490
N 0.3325 2.5603 1.9173
O 0.5961 1.4214 1.6645
O 0.3332 3.6431 1.4786
H -2.2246 -2.3647 -0.8659
H 0.3602 -2.4238 0.3543
H -0.2029 1.2555 -1.2781
H 2.1338 -0.2857 0.8106
```

Calculated values
multiplicity	1
relative energy (zero: lowest compared OMol25 entry of this formula, charge and spin)	6.754	eV
DFT total energy	-485.97898	hartree

Atomic partial charges in e from the Mulliken method, atoms 1 to 4:
1. C -0.22
2. C -0.25
3. C -0.05
4. N -0.64